No. 1
{"formula": "C43H59GeN6OV", "method": "ωB97M-V with the def2-TZVPD basis set", "multiplicity": 3, "de_lowest_kj_mol": 2.6, "orbital_gap_ev": [7.7, 8.0], "e_tot_ha": -5098.682596, "s_squared": 2.04, "fmax_ha_per_bohr": 0.01498, "symbols": ["V", "C", "C", "C", "C", "C", "C", "C", "C", "C", "C", "C", "C", "C", "C", "C", "C", "C", "H", "H", "H", "H", "H", "H", "H", "H", "H", "H", "H", "H", "H", "H", "H", "H", "H", "H", "H", "H", "H", "H", "H", "H", "H", "H", "H", "H", "H", "C", "N", "C", "C", "N", "N", "C", "C", "H", "H", "H", "H", "H", "H", "H", "H", "H", "H", "H", "H", "H", "N", "C", "O", "C", "C", "N", "C", "N", "H", "H", "C", "Ge", "C", "C", "C", "C", "C", "C", "C", "C", "C", "C", "C", "C", "C", "C", "C", "C", "H", "H", "H", "H", "H", "H", "H", "H", "H", "H", "H", "H", "H", "H", "H"], "xyz": [[0.9996, 0.1074, 0.1995], [0.6970, 1.4239, 2.0337], [0.6490, 0.0581, 2.4833], [1.9502, -0.4951, 2.2260], [2.7239, 0.5494, 1.6453], [1.9842, 1.7478, 1.5702], [2.5794, 3.1213, 1.3216], [3.3191, 3.1991, -0.0154], [3.5843, 3.3799, 2.4563], [1.5014, 4.2021, 1.3853], [2.5903, -1.8532, 2.5552], [1.8493, -3.0363, 1.9173], [4.0344, -1.9161, 2.0349], [2.6987, -2.0153, 4.0799], [-0.4955, -0.3615, 3.4191], [-0.7972, -1.8571, 3.5235], [-0.1081, 0.1701, 4.8136], [-1.8111, 0.3178, 3.0209], [-0.1122, 2.1306, 2.1231], [3.7545, 0.4446, 1.3429], [4.1060, 2.4412, -0.0699], [3.8023, 4.1730, -0.1216], [2.6390, 3.0482, -0.8516], [4.3993, 2.6545, 2.4351], [3.0950, 3.3100, 3.4295], [4.0133, 4.3796, 2.3565], [0.7082, 4.0281, 0.6594], [1.9425, 5.1791, 1.1784], [1.0509, 4.2439, 2.3790], [1.9568, -3.0122, 0.8331], [0.7885, -3.0534, 2.1415], [2.2844, -3.9746, 2.2708], [4.0944, -1.7853, 0.9550], [4.4402, -2.9030, 2.2612], [4.6757, -1.1760, 2.5190], [1.7365, -2.0997, 4.5746], [3.2276, -1.1636, 4.5144], [3.2680, -2.9193, 4.3070], [0.0243, -2.4357, 3.9329], [-1.0800, -2.2783, 2.5620], [-1.6467, -1.9861, 4.1981], [0.8286, -0.2606, 5.1660], [-0.8911, -0.0772, 5.5341], [0.0078, 1.2561, 4.7937], [-2.1342, 0.0081, 2.0281], [-1.7514, 1.4066, 3.0493], [-2.5885, 0.0224, 3.7280], [-0.6037, 3.2990, -1.4379], [-0.5561, 2.4286, -2.5996], [-1.7467, 2.3416, -3.4332], [0.5041, 1.5934, -2.7322], [1.1927, 1.2156, -1.6818], [0.8349, 1.2113, -4.0000], [1.7500, 0.1031, -4.2127], [0.6840, 2.1071, -5.1351], [-1.4856, 3.9317, -1.5177], [0.2851, 3.9317, -1.4123], [-0.6608, 2.7404, -0.5054], [-2.6247, 2.1760, -2.8074], [-1.6591, 1.5043, -4.1204], [-1.8934, 3.2585, -4.0110], [2.0810, 0.8388, -1.9936], [2.7991, 0.4179, -4.1690], [1.5620, -0.3207, -5.1986], [1.5774, -0.6746, -3.4740], [0.2608, 3.0543, -4.8160], [0.0403, 1.6712, -5.9024], [1.6638, 2.3008, -5.5795], [4.2061, -0.4746, -1.4884], [3.2364, -1.4308, -1.4105], [2.1489, -1.1238, -0.8146], [3.4264, -2.6748, -2.0112], [4.6624, -2.9443, -2.6504], [5.6947, -3.0593, -3.1530], [2.3855, -3.6377, -1.9825], [1.5389, -4.4197, -1.9600], [4.1596, 0.2728, -0.8157], [5.1190, -0.7427, -1.8218], [-0.9845, -1.3205, -2.4428], [-1.3796, -0.6960, -0.5936], [-2.0375, -2.3592, 0.2365], [-1.2703, -3.5198, 0.1159], [-1.6610, -4.7030, 0.7285], [-2.8357, -4.7463, 1.4688], [-3.6236, -3.6081, 1.5762], [-3.2263, -2.4268, 0.9624], [-2.9774, 0.4868, -0.6405], [-2.9412, 1.6644, 0.0616], [-3.9784, 2.6233, -0.0025], [-5.0663, 2.3940, -0.7899], [-5.1901, 1.1722, -1.4990], [-6.3410, 0.8986, -2.2803], [-6.4845, -0.2974, -2.9200], [-5.4834, -1.2844, -2.7951], [-4.3573, -1.0401, -2.0622], [-4.1579, 0.2024, -1.4050], [-1.6565, -2.1214, -2.7471], [0.0262, -1.7297, -2.4543], [-1.0466, -0.5167, -3.1781], [-0.3521, -3.5141, -0.4625], [-1.0470, -5.5891, 0.6219], [-3.1422, -5.6670, 1.9497], [-4.5495, -3.6403, 2.1381], [-3.8527, -1.5446, 1.0554], [-2.0818, 1.8816, 0.6851], [-3.8976, 3.5414, 0.5675], [-5.8628, 3.1254, -0.8660], [-7.1133, 1.6563, -2.3483], [-7.3705, -0.4995, -3.5082], [-5.6142, -2.2455, -3.2761], [-3.6145, -1.8149, -1.9476]], "mulliken_charge": [-0.69, -1.50, 1.50, -0.04, -0.57, 0.15, 1.96, -1.30, -1.82, -1.89, 2.08, -1.01, -2.25, -1.79, 2.01, -1.79, -1.85, -2.13, 0.46, 1.56, 0.24, 0.53, 0.00, 0.33, 0.38, 0.44, 0.18, 0.46, 0.30, -0.36, -0.25, 0.76, 0.26, 0.52, 0.41, 0.28, 0.33, 0.48, 0.26, -0.11, 0.63, 0.27, 0.49, 0.28, 0.37, 0.31, 0.54, -0.64, 0.36, -1.04, -0.72, 0.63, 0.43, -0.76, -1.30, 0.42, 0.56, -0.58, 0.19, 0.40, 0.39, -0.13, 0.40, 0.44, 0.00, 0.39, 0.35, 0.41, -0.15, 0.45, 0.39, 0.43, -0.78, -0.67, 0.13, -0.71, 0.04, 0.27, -1.02, 1.89, -0.40, -0.66, -0.52, -0.67, -0.75, 0.52, 0.30, 0.92, -1.37, -0.97, 1.06, -0.97, -0.68, -1.25, -0.32, 0.71, 0.77, 0.04, 0.31, 0.31, 0.48, 0.38, 0.44, 0.27, -0.26, 0.49, 0.37, 0.41, 0.39, 0.46, 0.30]}

=====

No. 2
{"formula": "C4H8NaO3", "method": "ωB97M-V with the def2-TZVPD basis set", "de_lowest_kj_mol": 0.0, "orbital_gap_ev": 10.2, "e_tot_ha": -544.916715, "charge": 1, "fmax_ha_per_bohr": 0.05176, "symbols": ["C", "C", "O", "H", "H", "H", "H", "H", "Na", "O", "O", "C", "C", "H", "H", "H"], "xyz": [[2.5569, 0.5321, 0.9364], [1.3320, -0.3106, 0.6600], [-0.7358, 0.2560, 0.0612], [3.2932, -0.0830, 1.4693], [3.0149, 0.8836, 0.0028], [2.3067, 1.3929, 1.5703], [0.7312, -0.4324, 1.5736], [1.6072, -1.3055, 0.2791], [-1.9029, 2.1596, 0.6628], [0.5876, 0.3787, -0.4065], [-2.9444, 0.9998, -1.0520], [-2.7294, -0.2017, -1.1556], [-1.3989, -0.7535, -0.7845], [-1.4944, -1.7446, -0.3133], [-3.3716, -0.8540, -1.7753], [-0.8524, -0.9172, -1.7283]], "nbo_charge": [-0.64, -0.10, -0.35, 0.24, 0.23, 0.21, 0.20, 0.19, 0.98, -0.25, -0.59, 0.43, -0.21, 0.23, 0.17, 0.26]}

=====

No. 3
{"formula": "C43H42N4O4PtSTe", "method": "ωB97M-V with the def2-TZVPD basis set", "multiplicity": 4, "de_lowest_kj_mol": 86.3, "orbital_gap_ev": [6.3, 7.1], "e_tot_ha": -2969.325424, "charge": -1, "s_squared": 3.77, "fmax_ha_per_bohr": 0.01589, "symbols": ["Pt", "C", "C", "N", "C", "C", "C", "S", "N", "C", "O", "C", "C", "C", "C", "C", "C", "H", "H", "H", "H", "H", "H", "H", "H", "H", "H", "H", "H", "H", "H", "H", "O", "C", "N", "C", "O", "C", "C", "C", "C", "C", "C", "H", "H", "H", "H", "C", "C", "C", "C", "C", "C", "Te", "N", "C", "O", "C", "C", "C", "C", "C", "C", "C", "C", "C", "C", "C", "C", "C", "C", "C", "C", "H", "H", "H", "H", "H", "H", "H", "H", "H", "H", "H", "H", "H", "H", "H", "H", "H", "H", "H", "H", "H", "H", "H"], "xyz": [[-0.3377, 1.7337, -1.3726], [2.8694, -2.2307, -5.2366], [2.0982, -2.8592, -4.0773], [0.8318, -2.1786, -3.8559], [-0.3323, -2.7324, -4.5210], [-0.9385, -3.8820, -3.7156], [0.7625, -1.1447, -2.9679], [-0.6746, -0.1709, -3.0186], [1.7750, -1.0378, -2.1297], [2.1208, 0.0117, -1.3762], [1.8242, 1.2030, -1.6155], [2.9814, -0.3007, -0.2033], [3.2163, 0.6963, 0.7420], [3.9334, 0.4215, 1.8939], [4.4514, -0.8493, 2.1003], [4.2592, -1.8374, 1.1435], [3.5258, -1.5692, 0.0006], [3.8004, -2.7723, -5.4135], [3.1036, -1.1923, -5.0015], [2.2755, -2.2504, -6.1521], [2.6861, -2.7902, -3.1653], [1.8969, -3.9120, -4.2894], [-0.0284, -3.0841, -5.5106], [-1.0706, -1.9451, -4.6477], [-0.2235, -4.6992, -3.6033], [-1.8275, -4.2686, -4.2167], [-1.2177, -3.5305, -2.7215], [2.8227, 1.6849, 0.5629], [4.0790, 1.2003, 2.6315], [5.0021, -1.0724, 3.0060], [4.6787, -2.8247, 1.2944], [3.3537, -2.3365, -0.7410], [-0.6227, 3.1432, -3.2841], [-1.6174, 3.6080, -2.7094], [-2.1448, 3.0211, -1.6119], [-3.2044, 3.7650, -1.1428], [-3.8848, 3.5483, -0.1656], [-3.3711, 4.9390, -2.0822], [-4.2587, 5.9917, -2.0851], [-4.1098, 6.9690, -3.0678], [-3.0956, 6.8824, -4.0148], [-2.2127, 5.8056, -4.0178], [-2.3720, 4.8427, -3.0450], [-5.0407, 6.0562, -1.3388], [-4.7909, 7.8108, -3.0948], [-2.9893, 7.6638, -4.7572], [-1.4194, 5.7262, -4.7505], [2.1601, -5.8683, 4.7912], [1.6336, -4.5838, 4.2040], [1.5888, -3.4163, 4.9508], [1.0940, -2.2299, 4.4181], [1.1034, -0.9812, 5.2664], [0.5822, -2.2188, 3.1108], [-0.0632, -0.2131, 2.3445], [-0.0701, 1.3364, 0.7304], [0.4546, 2.3561, 1.4153], [1.0106, 2.2606, 2.5375], [0.3352, 3.7391, 0.8253], [-0.5624, 4.6275, 1.4070], [-0.7376, 5.8895, 0.8642], [0.0162, 6.2858, -0.2340], [0.9494, 5.4212, -0.7831], [1.1018, 4.1375, -0.2696], [-1.8465, -1.0871, 1.5698], [-2.0445, -1.1579, 0.2002], [-3.2343, -1.6284, -0.3302], [-4.2518, -2.0218, 0.5239], [-4.0644, -1.9516, 1.8954], [-2.8692, -1.4910, 2.4389], [-2.6938, -1.4289, 3.9330], [0.6761, -3.3778, 2.3267], [0.2160, -3.4090, 0.8945], [1.1957, -4.5406, 2.8871], [2.2784, -5.7809, 5.8711], [3.1305, -6.1226, 4.3585], [1.4778, -6.6939, 4.5833], [1.9497, -3.4306, 5.9756], [1.6526, -1.1483, 6.1936], [0.0854, -0.6740, 5.5162], [1.5701, -0.1532, 4.7302], [-1.1426, 4.3045, 2.2614], [-1.4699, 6.5662, 1.2873], [-0.1358, 7.2656, -0.6720], [1.5534, 5.7403, -1.6236], [1.8605, 3.4773, -0.6767], [-1.2550, -0.8387, -0.4601], [-3.3601, -1.6670, -1.4045], [-5.1962, -2.3733, 0.1253], [-4.8673, -2.2497, 2.5612], [-3.6335, -1.6354, 4.4462], [-2.3384, -0.4397, 4.2277], [-1.9496, -2.1589, 4.2617], [0.4703, -2.4783, 0.3910], [-0.8663, -3.5356, 0.8366], [0.6855, -4.2354, 0.3575], [1.2577, -5.4396, 2.2798]], "mulliken_charge": [2.38, -1.19, -0.20, 0.27, -0.89, -0.84, 0.55, -0.79, 0.17, -0.74, -0.96, 0.66, -0.22, -0.55, -0.39, -0.71, 0.08, 0.41, 0.29, 0.30, -0.10, 0.43, 0.36, 0.46, 0.33, 0.43, 0.03, 0.19, 0.39, 0.40, 0.40, 0.30, -0.76, 0.89, -0.16, -0.34, -0.69, 0.32, -0.49, -0.41, -0.51, -0.41, 0.08, 0.47, 0.39, 0.40, 0.48, -1.57, 0.77, -1.07, 0.94, -1.77, 0.19, 0.57, -0.78, 0.23, -0.70, 0.16, -0.48, -0.66, -0.41, -0.77, 0.35, -0.10, 0.24, -1.10, -0.68, -0.86, 1.01, -1.21, 1.18, -1.11, -0.87, 0.38, 0.30, 0.35, 0.27, 0.44, 0.26, 0.30, 0.50, 0.40, 0.40, 0.38, 0.22, -0.13, 0.51, 0.38, 0.35, 0.47, 0.20, 0.21, -0.40, 0.37, 0.45, 0.35]}